Record 1
The following is a quantum chemistry calculation of 5 unconnected molecules or ions with the total composition C15H34O5 at a distorted geometry, from OMol25.

Computed properties:
LUMO level (spin up / spin down), eV: 3.07 / 2.99
2S+1: 2
E_HOMO (spin up / spin down), hartree: 0.025 / -0.158
Charge: -1
Orbital gap (spin up / spin down), eV: 2.3994 / 7.2866
⟨S²⟩: 0.75

```
54
Properties=species:S:1:pos:R:3:lowdin_charge:R:1
O -0.9608 1.4965 0.0851 0.2549
H -1.6579 1.1852 0.6670 0.0504
H -0.1287 1.5764 0.5571 0.0709
H -0.9160 0.8844 -0.6531 0.0953
C -4.4445 -0.1475 3.4920 -0.0797
C -2.9420 -0.1618 3.0587 -0.6132
C -2.3078 -1.5564 2.9005 -0.0999
O -2.6773 0.7077 1.9675 -0.3498
H -4.5687 -0.9512 4.2177 0.0489
H -5.0859 -0.2809 2.6209 0.0638
H -4.7054 0.7206 4.0974 0.0549
H -2.3239 0.2130 3.8744 0.0854
H -2.9533 -2.0926 2.2049 0.0605
H -2.1899 -2.1167 3.8280 0.0582
H -1.3439 -1.6221 2.3959 0.0385
C 0.4685 0.5292 -4.5689 -0.2147
C -1.0604 0.5237 -4.8093 -0.1701
C -1.7411 1.2060 -3.6256 -0.2039
O -0.7479 1.0108 -2.6397 -0.2001
C 0.5288 1.2867 -3.2641 -0.2442
H 0.9974 1.1583 -5.2849 0.0840
H 1.0152 -0.4095 -4.4792 0.0735
H -1.4626 -0.4822 -4.9307 0.0988
H -1.3343 1.1045 -5.6901 0.0957
H -2.6820 0.7327 -3.3449 0.1204
H -1.8637 2.2742 -3.8046 0.1124
H 1.3581 0.9870 -2.6235 0.0835
H 0.5808 2.3624 -3.4323 0.0991
C 2.1481 0.9977 3.4228 -0.2085
C 3.2584 0.9512 2.4375 -0.1795
C 2.6913 1.6913 1.1797 -0.2042
O 1.2968 1.5854 1.3667 -0.1945
C 1.0163 0.7996 2.5366 -0.2116
H 2.0687 1.9818 3.8849 0.1214
H 2.1034 0.2714 4.2343 0.1250
H 3.5174 -0.0964 2.2839 0.0968
H 4.1342 1.4765 2.8186 0.1025
H 3.0017 1.2476 0.2337 0.0717
H 2.8342 2.7678 1.2736 0.1121
H 0.8848 -0.2482 2.2666 0.1225
H 0.0803 1.1705 2.9544 0.1322
C 0.7485 -2.5942 -1.7460 -0.2007
C 2.1270 -2.4159 -1.2114 -0.2449
C 2.1250 -0.9825 -0.5788 -0.2470
O 0.7665 -0.6056 -0.5589 -0.1808
C -0.0385 -1.7278 -0.8337 -0.2261
H 0.4070 -3.6234 -1.8567 0.1143
H 0.9254 -2.1201 -2.7114 0.0994
H 2.9436 -2.5254 -1.9251 0.0605
H 2.3187 -3.1004 -0.3850 0.0937
H 2.6779 -0.3035 -1.2278 0.0415
H 2.4451 -1.0846 0.4581 0.0986
H -1.0134 -1.4912 -1.2599 0.1161
H -0.3192 -2.1601 0.1268 0.1158
```

---

Record 2
The following is a quantum chemistry calculation of a single C4H7NO molecule, from OMol25.

Computed properties:
LUMO level, eV: 0.87
Energy relative to the best compared isomer or geometry (same formula, charge and spin), kJ/mol: 261.1
2S+1: 1
E_HOMO, hartree: -0.322
Charge: 0
Orbital gap, eV: 9.6391

```
13
Properties=species:S:1:pos:R:3:lowdin_charge:R:1
C -0.7608 0.7672 1.0815 -0.2138
O -0.1668 1.2422 -0.0761 -0.0979
C 0.0421 0.0897 -0.9280 -0.4015
C 1.4651 -0.4362 -0.7414 -0.0528
C -0.9665 -0.9676 -0.5192 0.0085
N -1.3848 -0.4894 0.6287 -0.0008
H -0.0305 0.5349 1.8741 0.1252
H -2.0447 -0.9646 1.2306 0.1276
H -1.4907 1.4875 1.4685 0.1277
H -0.1232 0.4245 -1.9570 0.1355
H 2.1775 0.3791 -0.8987 0.0817
H 1.6011 -0.8199 0.2776 0.0807
H 1.6822 -1.2476 -1.4406 0.0801
```

---

Record 3
The following is a quantum chemistry calculation of 2 unconnected molecules or ions with the total composition CHO3PS2 at a distorted geometry, from OMol25.

Computed properties:
LUMO level, eV: 5.87
Energy relative to the best compared isomer or geometry (same formula, charge and spin), kJ/mol: 237.8
2S+1: 1
E_HOMO, hartree: -0.012
Charge: -2
Orbital gap, eV: 6.2013

```
8
Properties=species:S:1:pos:R:3:lowdin_charge:R:1
C 0.5803 1.2921 -0.2945 -1.2131
O -2.0557 -1.0253 0.5783 -0.4553
O 1.6651 1.5176 -0.8081 -0.1717
O 0.3975 -1.1810 -1.7247 -0.5251
P 0.2397 -0.7020 -0.3228 0.1910
S -0.5354 2.2944 0.3987 0.3580
S 1.3840 -1.6159 0.9060 0.0243
H -1.6755 -0.5799 1.2671 -0.2083
```

---

Record 4
The following is a quantum chemistry calculation of a molecular structure, C22H37GaO2Si at a distorted geometry, from OMol25.

Computed properties:
LUMO level (spin up / spin down), eV: -0.37 / -1.63
Energy relative to the best compared isomer or geometry (same formula, charge and spin), kJ/mol: 153.6
2S+1: 1
E_HOMO (spin up / spin down), hartree: -0.232 / -0.215
Charge: 0
Orbital gap (spin up / spin down), eV: 5.9435 / 4.2169

```
63
Properties=species:S:1:pos:R:3:lowdin_charge:R:1
O -2.8534 3.6986 0.8139 -0.3110
C -4.3947 3.9404 0.6616 -0.0298
C -4.2467 5.4341 0.7845 -0.0783
H -4.8532 3.4392 1.5204 0.1360
H -4.7083 3.5603 -0.3189 0.1072
C -2.7527 5.2364 1.0272 -0.4771
H -4.7983 5.8548 1.6300 0.1266
H -4.4963 5.9865 -0.1225 0.1255
C -2.3559 5.4828 2.4704 -0.0101
H -3.0687 4.9983 3.1515 0.1042
H -2.3497 6.5627 2.6899 0.1071
H -1.3495 5.0963 2.6743 0.0795
C -1.7798 5.8296 0.0221 -0.0179
H -2.0472 5.5686 -1.0113 0.0916
H -0.7565 5.4822 0.2292 0.0884
H -1.7768 6.9283 0.1050 0.1035
Ga -1.7606 2.3462 0.3430 0.6630
C 1.9540 -0.1643 -1.3858 -0.0957
C 1.0070 -0.7205 -2.2971 -0.1128
C 0.2740 0.3554 -2.8797 -0.0905
H 0.8722 -1.7779 -2.5210 0.0970
C 0.7488 1.5712 -2.3096 -0.1383
C 1.7935 1.2521 -1.3938 -0.0735
H 2.3737 1.9714 -0.8201 0.1060
H 2.6820 -0.7229 -0.7961 0.1045
H -0.5049 0.2672 -3.6367 0.0941
H 0.3791 2.5715 -2.5390 0.0785
C 0.9146 0.6208 3.3773 -0.1774
C 1.2340 1.3266 2.1934 -0.1830
C 0.3968 2.4888 2.1148 -0.2781
H 1.9884 1.0660 1.4508 0.0655
C -0.3964 2.5161 3.3143 -0.2026
C -0.0816 1.3654 4.0798 -0.1614
H -0.5103 1.0967 5.0448 0.0737
H 1.3594 -0.3275 3.6864 0.0834
H 0.4933 3.2950 1.3793 0.0389
H -1.0901 3.3092 3.5922 0.0497
O -5.3270 1.9281 -3.1451 -0.1550
C -4.1636 2.7697 -2.9245 -0.2175
C -3.1354 2.4658 -4.0240 -0.1495
H -3.7815 2.5852 -1.8984 0.0612
H -4.4480 3.8430 -2.9890 0.1215
C -3.9958 1.9161 -5.1944 -0.1486
H -2.4209 1.6991 -3.6873 0.0870
H -2.5702 3.3607 -4.2942 0.1096
C -5.3713 1.6091 -4.5648 -0.1799
H -3.5531 1.0165 -5.6328 0.1054
H -4.1184 2.6637 -5.9858 0.1053
H -5.6570 0.5519 -4.7111 0.1187
H -6.1542 2.2427 -5.0225 0.1141
C -3.6532 -0.4816 1.8734 -0.2269
Si -2.4117 -0.0503 0.5354 0.4192
C -0.9028 -1.0982 0.8880 -0.2022
C -2.9739 -0.3631 -1.2407 -0.2258
H -3.1300 -0.6470 2.8269 0.0346
H -4.1917 -1.4113 1.6335 0.0305
H -4.3981 0.3100 2.0219 0.0110
H -1.1734 -2.1625 0.8572 0.0405
H -0.1021 -0.9301 0.1599 0.0054
H -0.5089 -0.8816 1.8869 0.0127
H -3.6624 -1.2224 -1.2684 0.0356
H -3.4991 0.5001 -1.6798 -0.0088
H -2.1060 -0.5990 -1.8773 0.0154
```

---

Record 5
The following is a quantum chemistry calculation of 2 unconnected molecules or ions with the total composition C2H5NS2 at a distorted geometry, from OMol25.

Computed properties:
LUMO level, eV: 0.59
Energy relative to the best compared isomer or geometry (same formula, charge and spin), kJ/mol: 131.7
2S+1: 1
E_HOMO, hartree: -0.331
Charge: 0
Orbital gap, eV: 9.5993

```
10
Properties=species:S:1:pos:R:3:lowdin_charge:R:1
C -1.1835 -1.1336 -0.0810 -0.1391
N 0.1739 -1.3496 -0.1391 -0.0033
C 1.2842 -0.9364 0.0878 -0.8462
S 2.8197 -0.6959 0.2802 0.6573
H -1.7915 -1.7768 -0.6191 0.0607
H -1.6636 -1.3022 0.8381 0.0820
H -1.3381 -0.1935 -0.5504 0.0367
S 0.0742 2.0645 0.1055 0.4930
H 0.7871 2.7159 1.0406 -0.2052
H 0.8375 2.6077 -0.9626 -0.1357
```

---

Record 6
The following is a quantum chemistry calculation of a single C8H9N5OS molecule at a distorted geometry, from OMol25.

Computed properties:
LUMO level, eV: 0.05
Energy relative to the best compared isomer or geometry (same formula, charge and spin), kJ/mol: 0.0
2S+1: 1
E_HOMO, hartree: -0.332
Charge: 0
Orbital gap, eV: 9.0768

```
24
Properties=species:S:1:pos:R:3:lowdin_charge:R:1
C -1.6386 -1.1373 2.8527 -0.0394
N -0.9674 0.0437 2.3247 -0.1553
C -0.5034 1.0601 3.2603 -0.0430
C -0.6086 0.1263 1.0079 -0.3491
N 0.6597 0.6097 0.7419 0.1331
C 1.0676 0.6366 -0.5033 -0.5569
N 0.3222 -0.1001 -1.4627 0.0481
C -0.8805 -0.6874 -1.1277 -0.5563
O -1.5079 -1.2417 -1.9614 0.1101
N -1.3095 -0.5804 0.1623 0.2003
C 1.0573 -0.4106 -2.7377 -0.2469
C 0.2232 -0.3210 -4.0100 -0.1476
N -0.1872 -0.2810 -5.0919 0.1693
C 2.0524 0.7248 -2.7489 -0.4141
S 2.6299 1.1171 -1.0632 1.0263
H -2.0919 -1.6749 2.0728 0.0525
H -0.8458 -1.7635 3.3399 0.1058
H -2.4568 -0.8520 3.5641 0.1022
H 0.0314 1.7973 2.8216 0.0403
H -1.3710 1.4784 3.7528 0.0880
H 0.0955 0.6217 4.0314 0.0820
H 1.6812 -1.3433 -2.8018 0.1724
H 2.9231 0.5198 -3.4076 0.1094
H 1.6250 1.6575 -3.0161 0.0687
```